1.
64
Properties=species:S:1:pos:R:3:forces:R:3 method="wB97M-V/def2-TZVPD" energy_ha=-2396.8634 e_homo_ev="-6.93 / -6.92" orbital_gap_ev="3.20 / 3.20" lumo_energy_ha="-0.137 / -0.137" total_charge=+1
C -0.887358 2.751702 -3.516967 -0.40 1.04 0.82
C -0.923591 1.894033 -2.412664 0.13 -0.20 -0.97
N 0.223972 1.554279 -1.777081 -0.27 0.43 -0.30
C 1.394319 2.125461 -2.156466 -0.41 0.12 -0.07
C 1.447296 3.122987 -3.123636 0.04 -0.64 -0.01
C 0.286388 3.453834 -3.805922 -0.12 -0.29 -0.12
C -2.300921 1.385998 -1.943766 0.10 -0.03 0.00
P -2.218771 0.135113 -0.574405 -0.39 0.36 -1.40
Sn 0.148843 0.283243 0.273806 -0.11 -0.30 1.42
P 2.523165 0.123565 -0.547671 1.18 -0.08 -0.74
C 2.680485 1.719579 -1.474031 0.40 -0.53 0.72
C -0.095672 -1.654736 1.383306 0.01 1.28 -0.59
C -0.793199 -1.650021 2.585494 0.09 -0.54 0.34
C -0.826050 -2.821793 3.353011 -0.07 -0.03 -0.07
C -0.180675 -3.978201 2.901378 0.15 0.15 -0.23
C 0.446898 -3.986210 1.645545 -0.32 0.12 0.15
C 0.448235 -2.823388 0.862727 0.41 -0.32 0.28
O -2.029662 -1.741420 -5.473941 -0.09 0.82 0.56
O 1.518511 -1.922342 -3.819223 1.33 2.21 -1.01
H -1.845483 3.074721 -3.951490 0.59 -0.42 -0.05
H 2.424031 3.537994 -3.361681 -0.32 0.16 0.01
H 0.307052 4.243134 -4.558217 -0.11 -0.31 0.13
C -3.460296 0.942872 0.444576 -0.21 -0.33 0.29
C -2.805678 -1.507617 -1.085798 -0.25 -0.26 0.01
H 3.513635 1.588549 -2.190792 -0.52 0.18 0.18
H 2.999252 2.483821 -0.741141 -0.22 -0.18 -0.30
H -3.028831 1.101356 -2.768202 1.20 0.21 0.77
H -2.777044 2.237237 -1.413202 0.29 -0.27 -0.49
C 3.726568 0.117073 0.806521 -0.03 0.32 0.32
C 3.044753 -1.169087 -1.691263 -0.11 0.10 0.50
H -1.305059 -0.759539 2.939730 0.17 -0.01 0.11
H -1.351848 -2.824968 4.311565 0.18 -0.02 -0.33
H -0.167227 -4.880896 3.521150 -0.05 0.39 -0.27
H 0.920582 -4.897889 1.275782 -0.21 0.29 0.05
H 0.879004 -2.845101 -0.139303 0.04 -0.06 0.21
H 1.081910 -2.746871 -3.693812 -1.77 -2.52 0.00
H 2.145314 -2.073135 -4.547061 -0.43 -0.05 0.20
H -1.934398 -1.858126 -4.493557 0.48 0.20 -1.53
H -1.642435 -0.884641 -5.772797 -0.29 -1.11 0.84
H -0.082593 -4.178623 -3.932236 0.21 0.62 0.52
H -4.242094 1.210202 -0.270219 -0.21 -0.03 0.34
H -3.854429 0.281070 1.211305 -0.02 0.11 0.15
H -3.028166 1.852223 0.867646 -0.08 -0.11 0.10
H -3.902507 -1.504207 -1.051409 0.17 0.07 -0.18
H -2.459093 -1.807619 -2.086565 0.00 0.27 0.31
H -2.474494 -2.291662 -0.391846 0.13 0.34 -0.02
H 3.999865 -0.924970 -2.179772 -0.23 0.12 0.30
H 3.138838 -2.129707 -1.172615 -0.01 0.20 0.03
H 2.266764 -1.303070 -2.463774 0.22 -0.08 -0.06
H 4.749761 0.118225 0.394826 -0.42 -0.03 0.15
H 3.583047 1.001111 1.445515 0.10 -0.28 -0.11
H 3.568142 -0.795840 1.403770 0.10 0.31 -0.22
S 0.234476 2.522009 1.495022 0.11 -1.08 -1.59
C -0.016512 2.005203 3.138956 -0.47 -0.63 1.64
C 0.897906 1.158376 3.799710 -0.39 0.34 -0.24
C 0.670860 0.773627 5.119947 -0.22 0.14 -0.09
C -0.471193 1.238061 5.791483 0.29 0.01 -0.24
C -1.379515 2.088831 5.147139 0.13 -0.22 0.21
C -1.171130 2.455688 3.822600 0.66 -0.25 -0.43
H 1.764218 0.794120 3.240165 -0.18 0.12 0.32
H 1.392183 0.114146 5.614028 -0.38 0.26 -0.13
H -0.637138 0.930015 6.822123 -0.02 0.14 -0.22
H -2.254672 2.461149 5.686151 0.29 -0.17 -0.21
H -1.878513 3.081077 3.277578 0.14 -0.07 0.28

2.
18
Properties=species:S:1:pos:R:3:forces:R:3 method="wB97M-V/def2-TZVPD" energy_ha=-3837.5345 e_homo_ev=-10.89 orbital_gap_ev=11.31 smiles=ClC(Cl)Cl.ClC(Cl)Cl.ClCCCl lumo_energy_ha=0.016 e_above_lowest_ev=0.254
Cl -2.111066 -2.411433 -0.623578 0.06 -0.40 0.24
C -1.261724 -1.129352 -1.524464 0.04 0.22 0.52
C -0.730730 -1.703816 -2.812172 -0.31 -0.38 -0.30
Cl 0.370997 -0.571380 -3.639814 -0.32 0.14 -0.05
H -0.461816 -0.727766 -0.908572 0.05 -0.18 0.05
H -2.038721 -0.372577 -1.596731 0.29 0.20 -0.68
H -1.577919 -1.998960 -3.432400 0.19 0.35 -0.35
H -0.144402 -2.610042 -2.684559 -0.02 0.06 0.49
C 1.817374 1.450992 0.355427 1.02 0.50 -1.03
Cl 1.745672 2.313868 -1.229692 -0.30 -0.54 0.33
Cl 3.232712 2.105131 1.188568 -0.25 0.02 0.37
Cl 2.044275 -0.291479 0.154202 -0.29 0.29 -0.09
H 0.895533 1.699827 0.858889 0.05 -0.21 0.27
C -0.429731 0.779597 3.235587 0.46 0.68 0.57
Cl -1.035051 0.042596 1.762021 0.06 -0.05 0.33
Cl -0.507983 2.559618 3.166112 -0.08 -0.07 -0.27
Cl 1.253612 0.334845 3.653721 -0.65 -0.21 -0.28
H -1.061034 0.530338 4.077449 -0.01 -0.41 -0.13

3.
6
Properties=species:S:1:pos:R:3:forces:R:3 method="wB97M-V/def2-TZVPD" energy_ha=-735.7514 e_homo_ev=-9.39 orbital_gap_ev=9.29 lumo_energy_ha=-0.004 e_above_lowest_ev=0.102
C 0.398108 0.503231 0.201385 -0.39 1.31 -0.22
S -0.365308 -0.989796 0.909785 1.13 -0.59 0.04
I 2.530508 0.205574 -0.105715 -0.88 0.36 -0.20
H -0.209832 0.796328 -0.676118 1.07 -0.66 -0.28
H 0.300645 1.471746 0.766908 0.30 -1.46 0.40
H 0.700075 -1.873024 0.650917 -1.22 1.05 0.26

4.
13
Properties=species:S:1:pos:R:3:forces:R:3 method="wB97M-V/def2-TZVPD" energy_ha=-303.5237 e_homo_ev="-8.63 / -8.63" orbital_gap_ev="7.70 / 7.71" lumo_energy_ha="-0.034 / -0.034" e_above_lowest_ev=3.057
C 2.514878 -0.054400 -0.208923 -1.45 0.17 0.96
C -0.983083 -0.940195 -0.459559 0.45 0.47 0.76
C -0.131247 -1.123244 0.574270 -0.98 -0.87 -0.86
C -1.176810 0.526099 -0.678277 -0.26 -0.22 -0.17
C 0.246492 0.144523 1.078215 0.01 1.74 -1.32
N 3.548750 -0.018043 -0.718780 0.80 0.00 -0.47
N -0.448747 1.100182 0.430418 0.87 -1.10 0.75
H -1.449813 -1.685466 -1.072357 -0.04 -0.21 -0.10
H 0.231765 -2.059400 0.952970 0.12 -0.07 0.04
H -0.759774 0.845358 -1.645568 0.12 -0.04 0.18
H -2.229962 0.830388 -0.654698 0.11 -0.06 -0.01
H 0.851800 0.357767 1.935895 0.16 0.12 0.09
H -0.214245 2.076435 0.466392 0.09 0.06 0.14

Please write out number 3 again, unchanged.
6
Properties=species:S:1:pos:R:3:forces:R:3 method="wB97M-V/def2-TZVPD" energy_ha=-735.7514 e_homo_ev=-9.39 orbital_gap_ev=9.29 lumo_energy_ha=-0.004 e_above_lowest_ev=0.102
C 0.398108 0.503231 0.201385 -0.39 1.31 -0.22
S -0.365308 -0.989796 0.909785 1.13 -0.59 0.04
I 2.530508 0.205574 -0.105715 -0.88 0.36 -0.20
H -0.209832 0.796328 -0.676118 1.07 -0.66 -0.28
H 0.300645 1.471746 0.766908 0.30 -1.46 0.40
H 0.700075 -1.873024 0.650917 -1.22 1.05 0.26